[1]
Computed, not measured: 2 unconnected molecules or ions with the total composition C4H13N2Si in a non-equilibrium geometry, with ωB97M-V with the def2-TZVPD basis set.

CARTESIAN COORDINATES (ANGSTROEM)
C 0.525600 -0.605442 -0.336759
C 2.813973 -1.220628 0.017401
C -2.525161 -0.822115 -0.057220
C -0.357617 0.550871 -0.398485
N 1.686645 -0.368514 0.072445
N -1.662949 0.313313 0.362363
Si 0.841708 2.019289 0.161447
H 0.313176 -1.670805 -0.768638
H 3.506600 -0.710984 -0.754223
H 2.504964 -2.288138 0.011856
H 3.321264 -1.178828 0.904115
H -2.325473 -1.723668 0.350330
H -3.608505 -0.674610 0.068381
H -2.581009 -0.897660 -1.105927
H -0.719977 0.729246 -1.813794
H -1.336848 0.132565 1.267957
H -2.252134 1.159762 0.103630
H 2.109939 1.855595 -0.684185
H 0.742545 2.068088 1.575758
H 0.174185 3.098172 -0.367702

Atomic forces in eV per Å
C -5.935 -1.653 -1.741
C 1.070 1.954 -2.132
C -2.092 1.970 -1.347
C 0.227 -0.443 -4.352
N 4.381 -1.824 1.631
N -1.415 1.171 -3.635
Si -0.268 -1.674 -1.557
H 0.336 1.984 0.828
H -0.721 -2.004 0.605
H 0.006 0.629 -0.999
H 1.511 0.311 2.505
H 1.321 -2.652 1.475
H 0.410 0.691 1.064
H 0.989 -0.097 -1.538
H 0.378 -0.107 3.966
H -0.104 0.527 2.256
H 0.889 -0.745 1.592
H -0.551 -0.089 0.893
H 0.487 -0.090 1.190
H -0.918 2.139 -0.704

* net charge: +1
* 2S+1: 3
* highest occupied orbital energy (spin up / spin down): -0.358 / -0.529 Ha
* <S²>: 2.009
* relative energy (zero: lowest compared OMol25 entry of this formula, charge and spin): 3.392 eV
* HOMO-LUMO gap (spin up / spin down): 6.9 / 7.9 eV
* LUMO energy (spin up / spin down): -0.1026 / -0.2396 Ha
* calculated total energy: -15202.2396 eV

---

[2]
Computed, not measured: 2 unconnected molecules or ions with the total composition C24H38Cl3F2N4O5 in a non-equilibrium geometry, with ωB97M-V with the def2-TZVPD basis set.

CARTESIAN COORDINATES (ANGSTROEM)
C 2.681383 -0.234499 0.257039
C 1.822159 0.001741 -0.545701
C 0.682332 0.436406 -1.395325
C -0.605567 -0.478478 -1.354284
C -0.540052 -1.790969 -0.586068
C 0.223078 -2.870252 -1.412792
N 0.919716 -3.836405 -0.566898
C 0.993679 -5.123602 -1.295808
C 2.006614 -6.107966 -0.691618
C 2.262174 -3.415827 -0.268788
C 2.767865 -3.621231 1.161926
O 2.999136 -2.922957 -1.079913
C -1.707744 0.585002 -0.994784
N -3.030563 0.165884 -0.522107
C -3.569734 -0.833735 -1.322745
O -3.308224 -1.070064 -2.445426
F -4.518581 -1.518758 -0.687025
C -3.152092 -0.086527 0.893781
O -3.704632 0.672390 1.599349
F -2.636342 -1.200481 1.399430
C -0.908978 1.500202 -0.041039
O -1.562083 2.544086 0.505941
C -0.721482 3.337943 1.363192
C -0.083473 2.588943 2.548780
C -1.047625 1.606301 3.248860
C 0.519585 3.533078 3.622571
C 0.967861 4.917521 3.092891
C 1.781109 2.811702 4.209842
N 0.311772 1.820413 -0.879017
C 0.146483 2.821426 -1.943769
C 1.491957 3.229685 -2.580368
C 2.636919 3.151374 -1.567916
N 3.804745 2.459450 -1.972616
O 2.578669 3.661659 -0.482494
H 3.326437 -0.360749 1.097280
H 1.086916 0.526534 -2.402687
H -0.772948 -0.657487 -2.419692
H -1.542837 -2.185180 -0.424346
H -0.055870 -1.695343 0.390343
H -0.544911 -3.437571 -1.945672
H 0.873909 -2.428203 -2.179606
H 1.298344 -4.966092 -2.342223
H 0.013132 -5.602178 -1.336678
H 3.028289 -5.870142 -0.998868
H 1.824278 -7.129831 -1.030259
H 1.957402 -6.138894 0.399671
H 2.053497 -4.265250 1.678810
H 3.743688 -4.106207 1.156299
H 2.867219 -2.668963 1.683027
H -1.925533 1.078494 -1.945349
H -0.472408 0.775095 0.668714
H -1.325178 4.169085 1.730024
H 0.090689 3.803914 0.785800
H 0.750233 1.986809 2.145805
H -1.217374 0.707118 2.656084
H -1.973553 2.088809 3.561925
H -0.546635 1.268244 4.162017
H -0.173147 3.647809 4.458403
H 0.145597 5.626819 3.225158
H 1.334947 4.901997 2.067636
H 1.762808 5.277133 3.751454
H 2.668110 3.144577 3.665465
H 1.722951 1.725983 4.094324
H 1.843577 3.065824 5.267845
H 1.004856 2.044117 -0.155515
H -0.332779 3.715796 -1.541652
H -0.511377 2.465602 -2.735999
H 1.696738 2.587147 -3.440882
H 1.362928 4.232213 -2.994349
H 3.943297 1.635462 -1.392770
H 3.675545 2.107662 -2.915477
C -6.567689 -3.511489 -3.066831
Cl -5.867939 -5.067470 -3.521770
Cl -6.698196 -2.449710 -4.471399
Cl -8.140484 -3.732888 -2.300022
H -5.906593 -3.042048 -2.351136

Atomic forces in eV per Å
C -0.447 0.404 0.218
C -0.643 -0.017 -0.031
C 1.457 -1.018 0.739
C -0.417 0.991 -0.950
C 0.759 -0.277 -0.358
C -0.674 0.107 0.073
N -0.088 0.055 -0.384
C 0.542 -0.970 -0.110
C -0.014 -0.082 0.100
C 1.072 0.074 0.916
C -0.798 -0.755 -0.373
O -0.242 0.334 -0.484
C 0.461 0.475 -0.548
N 1.264 -1.897 0.827
C -0.496 0.054 -0.140
O 0.418 0.109 -0.640
F -0.120 0.155 0.481
C -1.298 1.330 0.676
O -0.028 0.133 0.164
F 0.407 -0.317 -0.751
C -1.104 -1.425 -0.142
O 0.381 0.184 -0.384
C 0.486 0.642 0.980
C -0.642 -0.310 -0.013
C 0.809 0.158 0.106
C 1.447 -0.472 -0.577
C -0.562 -0.116 1.057
C -0.708 0.278 -0.261
N -0.613 -0.904 0.255
C 0.331 1.449 -0.352
C -0.123 -0.417 -0.238
C 1.429 -0.062 -0.868
N -1.617 -0.320 -0.482
O -0.780 -0.070 0.763
H 0.279 -0.183 -0.258
H -0.368 0.210 -0.106
H -0.136 -0.617 0.244
H 0.065 0.174 0.120
H -0.123 0.173 -0.034
H 0.139 0.098 -0.121
H 0.106 -0.013 0.178
H -0.057 0.216 0.111
H -0.103 0.321 0.262
H -0.064 0.098 0.151
H -0.155 0.166 -0.127
H -0.037 0.039 -0.107
H 0.172 0.246 0.240
H 0.001 0.110 -0.152
H -0.148 0.021 -0.081
H -0.021 0.302 0.249
H -0.065 0.519 0.469
H -0.285 -0.256 -0.140
H -0.252 -0.123 -0.172
H 0.007 0.143 0.073
H -0.360 0.104 0.065
H -0.100 -0.115 -0.282
H -0.105 -0.030 -0.070
H -0.268 0.129 -0.302
H 0.108 0.085 -0.472
H 0.042 0.021 0.070
H 0.015 0.065 -0.219
H 0.025 -0.005 0.190
H -0.078 0.045 0.243
H 0.417 -0.096 -0.061
H 0.372 0.755 -0.592
H 0.013 -0.275 0.364
H 0.007 -0.346 0.265
H 0.057 0.022 0.117
H 0.184 0.041 0.251
H 0.528 0.382 0.416
H 0.310 0.056 -0.055
C -0.096 -0.051 -0.068
Cl 0.024 0.045 0.030
Cl 0.033 0.003 0.052
Cl 0.064 0.024 0.003
H 0.004 -0.003 -0.012

* net charge: +1
* highest occupied orbital energy: -0.441 Ha
* HOMO-LUMO gap: 9.4 eV
* LUMO energy: -0.0939 Ha
* calculated total energy: -84695.7919 eV

---

[3]
Computed, not measured: a molecular structure, H2LiO, with ωB97M-V with the def2-TZVPD basis set.

CARTESIAN COORDINATES (ANGSTROEM)
H -1.136261 0.971452 0.999539
O 0.084860 -0.113620 -0.078813
H 0.068451 -0.686454 0.688167
Li 0.982950 -0.171377 -1.608892

Atomic forces in eV per Å
H 0.162 -0.117 -0.177
O 0.091 0.120 -0.271
H 0.020 -0.044 0.010
Li -0.273 0.041 0.437

* net charge: -1
* highest occupied orbital energy (spin up / spin down): -0.130 / 0.004 Ha
* HOMO-LUMO gap (spin up / spin down): 7.7 / 3.3 eV
* LUMO energy (spin up / spin down): 0.1529 / 0.1266 Ha
* calculated total energy: -2282.3649 eV

---

[4]
Computed, not measured: a gas-phase ion, C5H12NO (charge +1) in a non-equilibrium geometry, with ωB97M-V with the def2-TZVPD basis set.

CARTESIAN COORDINATES (ANGSTROEM)
C -1.399077 -0.128432 0.277043
C -0.559204 0.631355 -0.975928
C -0.642471 2.130410 -1.132195
C 1.484039 -1.461535 1.687546
C 0.913858 -1.082556 0.271561
N 0.020550 0.085835 0.361847
O -0.124015 -0.131243 -2.031301
H -2.301413 0.447591 0.849677
H -1.888449 -1.101784 0.087536
H 0.132396 2.570229 -1.811534
H -0.578661 2.521618 -0.183733
H -1.671800 2.393263 -1.421071
H 2.219260 -0.765143 1.999056
H 0.708985 -1.435147 2.461372
H 1.955530 -2.491705 1.755313
H 0.283250 -1.827100 -0.270263
H 1.928463 -0.987520 -0.265117
H 0.297985 0.847369 1.051146
H -0.779225 -0.215505 -2.710953

Atomic forces in eV per Å
C -3.681 2.135 -2.195
C -1.474 -1.684 2.138
C -0.356 -0.946 -1.761
C -1.573 -1.628 -0.056
C 2.310 -1.993 0.599
N 1.343 2.014 0.088
O 0.633 0.291 1.449
H 3.212 -0.654 -0.916
H 1.497 0.112 -0.060
H -0.759 -0.599 0.597
H 0.470 1.310 2.251
H 0.471 -0.071 -0.467
H 0.835 0.804 0.031
H -0.058 -0.161 -0.113
H -0.658 1.246 -0.537
H 0.916 0.229 0.760
H -2.167 0.850 -0.136
H -0.186 -1.267 -1.098
H -0.776 0.012 -0.573

* net charge: +1
* structure (SMILES): CC[N@@H+]1C[C@]1(C)O
* highest occupied orbital energy: -0.544 Ha
* relative energy (zero: lowest compared OMol25 entry of this formula, charge and spin): 2.555 eV
* HOMO-LUMO gap: 11.8 eV
* LUMO energy: -0.1101 Ha
* calculated total energy: -8908.0741 eV

---

calculated total energy of number 1 (C4H13N2Si)? -15202.2396 eV

---

Which of these has the lowest calculated total energy? C24H38Cl3F2N4O5

---

Which value of calculated total energy does entry 2 give? -84695.7919 eV